[1]
43
Properties=species:S:1:pos:R:3:forces:R:3 method="wB97M-V/def2-TZVPD" de_lowest_ev=10.278 charge=+1 orbital_gap_ha=0.1292 e_lumo_ev=-6.68
V -23.508 9.887 21.421 -0.37 0.29 0.21
V -20.303 3.377 21.072 4.00 -1.58 1.94
V -26.896 4.079 19.363 -1.18 0.65 -0.51
O -16.442 7.588 19.610 0.22 -1.01 -1.79
O -18.857 3.992 21.575 -4.74 -1.88 -1.67
O -20.167 1.768 21.253 -0.56 4.48 -0.58
O -24.812 10.782 21.489 2.23 -1.16 0.03
O -23.419 4.732 20.055 -0.21 -4.21 -1.41
O -26.923 2.494 19.365 -0.61 2.55 -0.10
O -24.484 6.614 20.267 -3.30 1.44 -0.73
O -19.789 3.996 17.774 -0.16 -0.09 0.70
O -21.322 -2.816 16.490 0.15 0.93 0.13
O -22.395 6.505 20.648 4.98 2.86 1.26
O -22.297 10.679 22.041 -1.83 -0.81 -0.77
O -28.306 4.771 18.930 3.32 -2.32 0.99
O -21.960 3.709 23.864 0.49 -0.18 -0.60
C -23.403 5.960 20.253 -1.92 -0.11 1.33
C -22.372 -0.666 17.199 1.14 -0.80 -1.00
C -16.770 9.326 21.015 -1.18 1.68 -0.74
C -21.521 -1.935 17.610 -3.13 -0.22 0.61
C -16.378 9.848 18.522 -1.18 -1.62 1.27
C -17.050 8.872 19.585 1.71 -0.23 0.86
C -22.360 -2.764 18.649 1.32 -0.35 -0.26
H -16.985 7.035 20.176 0.09 -0.07 0.02
H -21.816 -3.704 18.745 0.39 0.07 0.75
H -19.312 3.718 16.993 0.27 -0.21 -0.11
H -15.295 9.728 18.560 -0.08 0.24 0.14
H -16.726 9.614 17.516 0.01 0.04 0.05
H -22.443 2.913 24.084 -0.09 -0.32 0.07
H -21.720 -0.100 16.534 -0.18 0.39 -0.07
H -20.459 4.595 17.446 -0.27 0.23 -0.02
H -22.482 -2.240 19.597 0.11 -0.14 0.07
H -22.782 -0.002 17.961 0.52 -0.32 0.51
H -17.066 8.657 21.823 -0.08 -0.34 -0.36
H -16.728 10.837 18.817 0.37 0.16 -0.25
H -18.123 8.770 19.420 -0.16 0.17 -0.23
H -20.548 -1.647 18.007 -0.14 0.10 0.25
H -23.240 -0.957 16.607 0.10 -0.37 -0.06
H -23.316 -3.189 18.344 -0.26 0.91 -0.65
H -22.453 4.413 24.285 -0.06 0.36 -0.03
H -17.453 10.175 21.039 0.44 0.78 1.03
H -20.394 -3.060 16.522 0.00 -0.18 -0.26
H -15.718 9.587 21.136 -0.17 0.19 0.01



[2]
92
Properties=species:S:1:pos:R:3:forces:R:3 method="wB97M-V/def2-TZVPD" spin_multiplicity=7 charge=-1 s_squared=12.00 orbital_gap_ha="0.0776 / 0.2728" e_lumo_ev="2.32 / 2.31"
Mn -0.536 -1.284 -1.086 -0.78 1.15 -2.25
O -3.217 4.795 4.026 1.62 1.68 0.05
O -2.358 -2.398 -1.492 0.29 -1.04 -1.29
O -0.871 -0.398 -2.982 -0.27 -0.50 2.87
O -0.342 -2.457 0.640 -0.04 -0.65 1.57
O 4.534 0.611 -0.491 0.00 1.60 -0.71
O 0.998 4.178 -2.965 -2.45 1.63 0.56
O 1.361 2.560 -0.767 -1.14 0.57 0.14
O 3.474 -2.547 -1.122 -1.98 -1.12 1.04
O 1.678 0.624 3.513 -1.61 0.53 1.10
N -1.607 2.303 3.102 0.14 -1.52 0.33
N 0.378 -3.049 -1.940 -0.18 1.54 -1.17
N -1.978 -0.049 0.051 1.26 -1.35 0.42
C -3.668 3.528 3.665 -0.46 0.07 0.53
C -0.155 -1.883 1.966 1.03 -1.22 -0.02
C 2.249 3.803 -2.641 3.09 -1.71 0.33
C -0.529 -0.263 -4.268 -0.21 0.21 -0.47
C 0.282 -4.175 -1.052 1.45 1.05 0.12
C 0.558 -3.564 0.375 -0.53 -1.07 0.79
C -0.586 1.303 3.637 -0.58 1.62 -0.51
C -2.688 2.458 4.062 0.01 -1.04 -0.54
C -4.174 -0.100 0.671 -1.68 -0.84 -0.87
C 4.514 -1.730 -1.384 3.03 1.00 -0.17
C -2.544 -3.125 -2.727 0.17 -0.38 0.97
C -3.444 -1.601 -1.153 0.96 0.49 1.79
C 2.371 3.472 -1.133 -0.25 -0.07 0.17
C 4.983 -0.664 -0.270 0.20 -1.75 -0.38
C 0.679 1.337 2.852 -0.10 1.11 -0.81
C -3.931 5.953 3.544 -0.16 -1.98 0.54
C 0.918 0.202 -4.459 0.24 0.03 0.27
C 2.879 0.552 2.869 1.55 -0.68 -0.31
C -3.058 -1.018 0.220 -2.77 1.37 -0.65
C 1.294 -5.127 -1.637 0.34 -2.72 1.85
B 1.462 -0.402 -0.630 0.92 0.12 -0.07
H -4.289 0.677 -0.085 0.47 0.77 0.42
H 2.179 4.410 -0.612 -0.18 0.13 0.22
H -3.951 5.986 2.455 0.05 0.03 -0.12
H -1.300 3.247 2.915 1.07 -0.18 -0.03
H 3.250 3.031 -0.662 0.93 0.51 -1.03
H 1.117 -5.466 -2.658 -0.46 0.57 -0.13
H 3.585 0.510 -0.385 -0.37 0.62 -0.21
H 1.330 -2.711 -1.937 0.39 0.02 0.40
H 3.254 1.391 2.284 -0.70 0.61 -0.09
H 4.356 -1.234 -2.341 0.07 0.72 -0.02
H 1.446 -1.429 -0.299 -0.11 -3.16 1.92
H -0.637 -1.226 -4.767 0.03 -0.56 -0.79
H 2.735 -1.963 -0.935 -0.57 0.06 0.27
H 3.609 0.452 3.672 0.30 -0.59 -0.23
H 0.362 -4.302 1.153 -0.24 -0.36 -0.11
H 2.831 -0.298 2.187 0.60 -0.25 -0.10
H -3.257 1.529 4.079 -0.16 -0.24 -0.13
H -3.474 6.854 3.954 -0.02 -0.26 0.04
H -5.141 -0.570 0.493 -0.31 -0.42 1.03
H 1.174 -6.043 -1.059 0.24 -0.56 0.03
H -1.744 -2.953 -3.448 -0.22 0.54 0.08
H 1.684 1.667 -0.902 -0.15 -0.29 -0.14
H -3.993 0.220 1.697 -0.39 0.34 -0.18
H -0.301 1.626 4.638 -0.23 -0.56 0.47
H 1.136 1.025 -3.779 -0.08 0.01 0.16
H -1.775 0.277 0.986 0.42 0.54 0.06
H 0.544 3.805 -2.205 -1.40 -0.15 -0.11
H 1.572 -3.240 0.610 0.30 0.10 -0.76
H 0.340 -3.292 -2.919 -0.83 -0.34 -0.21
H 0.930 2.397 2.811 0.54 0.27 -0.36
H -4.933 5.770 3.932 -0.45 0.81 -0.19
H 1.543 -0.641 -4.165 0.26 -0.01 0.15
H -4.328 -2.230 -1.054 -0.35 0.39 -0.28
H 0.833 -1.430 2.061 -0.13 0.88 -0.60
H -2.302 2.517 5.079 -0.10 0.69 0.35
H -3.534 -2.905 -3.127 0.19 0.00 -0.22
H -4.565 3.314 4.247 -0.60 -0.01 -0.23
H 5.293 -2.464 -1.590 0.80 0.39 0.17
H 0.552 0.131 -0.405 -2.79 2.31 1.29
H 2.356 2.906 -3.251 1.35 -0.38 0.13
H -3.013 -1.790 0.987 1.17 -0.09 -0.21
H -3.464 -0.746 -1.828 -0.72 -0.06 -0.49
H 2.993 4.564 -2.876 0.09 0.05 -0.30
H 6.067 -0.584 -0.199 0.13 -0.40 -0.30
H 2.359 -4.912 -1.546 -0.18 0.79 0.08
H -0.712 -4.623 -1.044 -0.06 0.21 -0.04
H 1.534 -0.539 -1.698 0.55 0.12 -4.07
H 4.629 -0.917 0.729 -0.01 -0.99 0.13
H 2.369 0.030 -0.235 2.35 1.65 1.67
H -2.492 -4.165 -2.408 -0.27 -0.23 -0.37
H 0.512 0.991 1.832 0.17 -0.12 -0.22
H -0.017 -2.637 2.741 -0.70 -0.72 -0.21
H -2.365 0.731 -0.461 0.25 0.19 -0.15
H -3.866 3.490 2.594 -0.15 -0.25 -0.18
H -0.936 0.273 3.565 -0.70 0.26 0.60
H -0.984 -1.261 2.303 0.10 -0.04 -0.68
H -1.304 0.383 -4.681 0.23 0.57 -1.02
H 1.277 0.520 -5.438 -0.48 -0.10 -0.38



[3]
85
Properties=species:S:1:pos:R:3:forces:R:3 method="wB97M-V/def2-TZVPD" de_lowest_ev=0.350 spin_multiplicity=3 charge=-1 s_squared=2.01 orbital_gap_ha="0.2600 / 0.2596" e_lumo_ev="1.68 / 1.68"
Ni -0.288 0.487 0.042 0.06 -0.01 -0.45
S 0.934 -2.708 -0.793 -0.19 -0.20 -0.27
S -0.801 -2.688 -3.215 0.05 -0.13 -0.05
S -6.559 3.253 -0.097 0.02 -0.04 -0.02
P 1.174 2.925 -1.793 0.11 0.02 -0.30
O 1.852 1.923 3.600 0.33 0.16 0.10
O -7.559 2.339 -0.622 -0.04 -0.03 -0.02
O -6.904 3.868 1.174 -0.04 0.02 0.06
O -6.004 4.178 -1.073 0.05 0.06 -0.10
O 0.121 1.467 2.316 0.26 -0.09 -0.01
N 1.558 -0.318 0.830 -0.48 0.11 0.30
N 0.739 1.781 -0.876 -0.25 0.09 0.43
N -1.835 -0.263 1.253 -0.12 0.69 0.04
N 2.069 0.350 1.942 -0.18 0.15 0.06
N -0.922 -0.809 -1.472 0.06 -0.16 0.16
C -1.912 -0.529 -2.425 0.18 0.04 0.27
C 0.046 4.459 -1.716 0.02 -0.02 0.04
C -2.822 0.527 -2.375 -0.01 -0.01 -0.02
C 2.935 3.492 -1.296 -0.02 -0.04 -0.09
C -5.167 2.195 0.316 0.21 -0.04 0.14
C -0.185 2.280 -4.133 0.05 0.01 -0.01
C -1.418 3.988 -1.726 0.01 0.05 -0.07
C -1.977 -1.438 -3.480 0.04 -0.09 -0.03
C 1.259 2.343 -3.604 -0.07 0.09 0.00
C -5.317 0.821 0.430 -0.01 0.05 -0.03
C -3.924 2.769 0.576 -0.23 -0.12 -0.07
C -3.785 -0.224 -4.462 0.07 -0.04 0.05
C -0.277 -1.939 -1.710 -0.21 0.22 -0.27
C 3.261 1.832 3.827 -0.20 -0.08 0.04
C -2.902 -1.292 -4.510 -0.01 0.02 0.00
C 3.901 2.365 -1.699 0.01 -0.01 0.02
C 0.270 5.119 -0.344 0.00 0.00 -0.01
C -2.993 0.596 1.011 0.08 -0.25 0.14
C 2.089 3.199 -4.569 -0.05 -0.07 -0.09
C 1.774 0.893 -3.618 0.04 -0.02 -0.06
C -4.234 0.026 0.790 -0.06 -0.09 -0.19
C 0.241 5.515 -2.812 -0.08 0.05 0.07
C -2.840 1.976 0.918 0.06 0.07 0.15
C -3.749 0.673 -3.392 0.00 0.04 0.04
C 1.287 1.262 2.581 -0.23 -0.05 -0.09
C 3.447 4.804 -1.898 0.11 -0.02 -0.01
C 2.996 3.585 0.239 0.04 0.03 0.04
H 1.951 2.814 -5.587 0.01 0.01 0.06
H 3.528 1.391 -1.371 0.01 0.05 0.01
H 0.227 4.382 0.462 0.00 0.02 -0.04
H 2.086 -0.110 -0.009 0.03 0.05 -0.11
H 3.485 2.550 4.607 -0.02 0.06 0.02
H -0.182 1.743 -5.088 -0.01 0.02 0.03
H 3.158 3.159 -4.356 -0.04 -0.01 -0.01
H 4.498 4.942 -1.613 -0.05 -0.01 0.00
H -3.818 3.844 0.481 0.01 -0.08 0.03
H -2.097 -1.229 1.108 0.10 -0.13 -0.06
H -1.485 -0.143 2.197 -0.08 -0.01 0.10
H -1.822 3.877 -2.731 0.01 -0.03 0.03
H 2.316 2.854 0.678 0.01 -0.05 0.03
H 2.899 5.668 -1.527 -0.01 0.01 0.01
H 3.402 4.814 -2.987 0.01 0.01 0.04
H -0.420 6.364 -2.599 0.04 -0.07 0.00
H 4.021 3.371 0.569 -0.06 0.04 0.01
H -1.885 2.442 1.121 0.14 -0.06 0.00
H -0.528 5.849 -0.175 0.05 -0.02 -0.01
H -6.287 0.386 0.215 0.07 0.03 0.03
H -0.841 1.738 -3.452 0.06 0.04 -0.03
H -0.610 3.265 -4.316 0.00 -0.01 0.00
H 3.541 0.836 4.179 -0.01 -0.02 -0.02
H 1.781 4.244 -4.573 0.01 -0.02 -0.01
H -4.519 -0.096 -5.249 0.04 -0.01 0.03
H 3.820 2.092 2.930 0.04 0.06 -0.07
H 1.217 5.653 -0.284 0.00 -0.01 0.00
H -2.937 -2.007 -5.323 0.00 0.02 0.01
H -2.046 4.716 -1.200 0.05 -0.03 -0.09
H 4.871 2.542 -1.222 -0.04 0.00 -0.03
H 1.353 0.326 -2.786 -0.01 0.01 -0.01
H -4.343 -1.052 0.851 -0.03 0.02 0.00
H -4.463 1.489 -3.342 0.04 -0.05 0.01
H 1.456 0.413 -4.550 0.05 0.04 0.03
H 2.862 0.829 -3.571 -0.07 -0.02 0.02
H -0.032 5.141 -3.798 0.00 0.00 0.02
H 4.071 2.318 -2.773 -0.01 0.01 0.05
H 1.258 5.898 -2.861 0.02 0.01 0.00
H 2.732 4.574 0.612 -0.02 -0.06 -0.02
H -2.820 1.213 -1.540 0.01 0.07 0.00
H 3.048 0.276 2.137 0.14 -0.03 -0.01
H 1.464 -1.321 0.957 0.18 -0.11 -0.03
H -1.514 3.037 -1.211 -0.04 -0.07 0.06



[4]
12
Properties=species:S:1:pos:R:3:forces:R:3 method="wB97M-V/def2-TZVPD" de_lowest_ev=0.000 spin_multiplicity=8 charge=+2 s_squared=15.77 orbital_gap_ha="0.3520 / 0.3137" e_lumo_ev="-8.24 / -9.28"
Tb 3.280 0.655 -0.817 -1.09 -1.54 -0.41
O 0.771 -1.723 0.854 -2.10 1.00 0.17
O -1.119 0.521 1.656 -0.10 -0.53 -0.41
O 1.937 -1.456 -0.939 1.93 1.11 -1.45
O 0.693 0.218 -0.442 -0.12 0.63 0.42
C 1.018 -1.104 -0.176 2.50 -1.59 1.27
C -0.645 0.571 -0.702 -0.83 0.17 -0.17
C -1.480 0.780 0.527 0.06 1.23 0.48
Li -0.299 -1.125 2.256 -0.05 -0.08 0.14
H -1.157 -0.198 -1.306 0.23 0.29 -0.14
H -2.415 1.347 0.349 -0.01 -0.42 0.06
H -0.585 1.515 -1.259 -0.42 -0.26 0.03